C37H59BCaNO7SbSe4 as an isolated structure, computed with ωB97M-V with the def2-TZVPD basis set.

As for the HOMO-LUMO gap: 4.56 eV. Its charge is -2. The energy relative to the best compared isomer or geometry (same formula, charge and spin) is 0.000 eV. The value obtained for the energy is -12575.4416 a.u. The value obtained for the maximum force is 0.01515 Eh/bohr. The calculation puts the LUMO energy at 0.127 Ha.

Geometry as XYZ:
```
111
Properties=species:S:1:pos:R:3:mulliken_charge:R:1
Ca -1.6357 0.4562 -1.2473 2.08
C 2.0668 -6.0722 -0.9306 -1.80
C 2.8653 -4.7620 -1.0103 2.38
C 3.4359 -4.4717 0.3781 -2.34
C 4.0520 -4.9614 -1.9664 -1.85
C 1.9651 -3.6353 -1.5189 -0.59
C 1.6679 -2.5075 -0.7633 0.10
C 0.8230 -1.4856 -1.2200 -0.24
N 0.4153 -0.3872 -0.4612 0.15
C 0.8083 -0.1146 0.7983 -1.37
C 2.0431 -0.4553 1.4131 -0.16
C 2.2895 -0.2686 2.7627 -0.26
C 1.2774 0.2344 3.5681 -0.46
C 0.0773 0.7104 3.0177 -0.73
C -0.0505 0.6627 1.6391 0.70
O -1.0870 1.3561 0.9913 -0.88
C -1.0061 1.1593 4.0148 2.90
C -2.3801 1.4881 3.4146 -2.04
C -0.5111 2.3657 4.8255 -1.94
C -1.2647 -0.0138 4.9840 -1.88
C 3.6382 -0.6102 3.3997 2.30
C 4.6495 -1.1521 2.3896 -1.94
C 4.2342 0.6557 4.0331 -1.77
C 3.4440 -1.6761 4.4883 -1.77
C 0.2177 -1.6171 -2.5215 0.47
O -0.6181 -0.7066 -2.9685 -0.14
C 0.5398 -2.7676 -3.2968 -0.59
C 1.4001 -3.7318 -2.7800 -0.55
C -0.0894 -2.9832 -4.6749 2.72
C 0.3465 -1.8681 -5.6338 -1.32
C 0.3388 -4.3073 -5.3185 -2.49
C -1.6201 -3.0298 -4.5413 -1.39
H 2.6945 -6.8900 -0.5583 0.45
H 1.6805 -6.3544 -1.9110 0.33
H 1.2137 -5.9536 -0.2596 0.36
H 4.0618 -5.3074 0.7051 0.51
H 2.6443 -4.3296 1.1168 0.41
H 4.0536 -3.5716 0.3634 0.35
H 4.7093 -5.7624 -1.6093 0.47
H 4.6343 -4.0409 -2.0426 0.35
H 3.7096 -5.2224 -2.9685 0.32
H 2.0494 -2.4491 0.2403 0.42
H 2.8231 -0.8379 0.7761 1.10
H 1.4254 0.2985 4.6378 0.29
H -2.4030 2.4465 2.8980 -0.04
H -3.1037 1.5617 4.2315 0.57
H -2.7191 0.7195 2.7204 0.44
H -0.2289 3.1775 4.1565 0.17
H 0.3607 2.1035 5.4275 0.36
H -1.2976 2.7184 5.5011 0.49
H -1.6058 -0.8899 4.4295 0.39
H -2.0406 0.2652 5.7029 0.52
H -0.3727 -0.2942 5.5418 0.29
H 4.8461 -0.4313 1.5940 0.38
H 4.2962 -2.0768 1.9320 0.16
H 5.5949 -1.3647 2.8962 0.50
H 4.3937 1.4210 3.2711 0.37
H 5.1953 0.4306 4.5069 0.45
H 3.5664 1.0720 4.7883 0.29
H 2.9761 -2.5677 4.0664 0.29
H 2.8055 -1.3117 5.2944 0.31
H 4.4085 -1.9612 4.9204 0.49
H 1.6352 -4.5974 -3.3864 0.19
H 1.4310 -1.8951 -5.7751 0.26
H 0.0603 -0.8997 -5.2362 -0.11
H -0.1370 -1.9846 -6.6083 0.48
H 1.4176 -4.3473 -5.4937 0.41
H -0.1613 -4.4024 -6.2861 0.46
H 0.0540 -5.1677 -4.7081 0.40
H -2.0013 -2.1071 -4.1133 0.03
H -1.9070 -3.8614 -3.8911 0.27
H -2.0829 -3.1802 -5.5224 0.45
O -0.3138 2.4671 -2.7178 -0.02
O -1.7230 2.1969 -2.8560 -0.32
C -5.2062 -0.6523 -2.1468 -1.08
C -4.7636 -0.5447 -0.6799 0.27
C -5.2744 0.7803 -0.0847 -0.93
O -3.4102 -0.6620 -0.5506 -0.85
H -6.2964 -0.6475 -2.2599 0.48
H -4.8069 -1.5692 -2.5830 0.22
H -4.8042 0.1909 -2.7204 0.09
H -5.2974 -1.3543 -0.1296 0.12
H -4.7865 1.6178 -0.5962 0.03
H -5.0125 0.8345 0.9749 0.13
H -6.3595 0.8985 -0.1863 0.51
C -3.0168 5.5317 0.1384 -2.16
C -1.7219 4.7382 0.1378 1.82
C -0.9555 5.0049 -1.1471 -2.13
O -2.0647 3.3304 0.1764 -0.06
B -1.1224 2.7120 0.9581 1.03
O -0.3061 3.5782 1.6471 -0.94
C -0.8429 4.9052 1.4270 1.80
C -1.6596 5.2784 2.6594 -1.82
C 0.3239 5.8653 1.2755 -2.00
H -3.5440 5.3379 -0.7956 0.48
H -2.8112 6.6029 0.1990 0.37
H -3.6612 5.2439 0.9672 0.36
H -1.5576 4.6919 -1.9990 0.44
H -0.0249 4.4405 -1.1802 0.32
H -0.7285 6.0676 -1.2525 0.39
H -2.4925 4.5907 2.8068 0.24
H -2.0569 6.2906 2.5713 0.40
H -1.0176 5.2332 3.5393 0.51
H 0.9976 5.5412 0.4862 0.35
H 0.8802 5.9056 2.2131 0.47
H -0.0352 6.8702 1.0426 0.38
Se -2.6313 4.1336 -5.4464 -0.62
Sb -1.9693 1.9242 -4.9139 0.84
Se -2.9586 0.0975 -5.9951 -0.54
Se 1.4448 3.2476 -5.4306 -0.46
Se 0.5737 1.6225 -4.1615 -0.04
```

C37H59ClN6O5SbSiTi as an isolated structure, computed with ωB97M-V with the def2-TZVPD basis set.

As for the HOMO-LUMO gap (alpha / beta): 4.71 / 6.33 eV. Its charge is 0. The multiplicity is 2. The value obtained for the energy is -3989.2243 a.u. The value obtained for the maximum force is 0.07253 Eh/bohr. The calculation puts the LUMO energy (alpha / beta) at -0.028 / -0.028 Ha.

Geometry as XYZ:
```
111
Properties=species:S:1:pos:R:3:lowdin_spin:R:1
Ti -2.0773 -0.7179 -0.1838 0.50
O -2.0000 2.1804 -2.3902 0.10
C -2.5202 1.3344 -1.6773 0.04
N -2.5000 1.2708 -0.2894 0.01
C -2.1409 2.3652 0.3937 0.00
O -1.6490 3.4144 -0.0181 0.00
C -2.4560 2.3052 1.8717 0.00
C -3.2150 3.3267 2.4361 0.00
C -3.3978 3.3393 3.8073 0.00
C -2.7846 2.3532 4.5699 0.00
C -2.0285 1.3924 3.9232 0.00
N -1.8778 1.3544 2.6037 0.01
C -3.3919 0.2627 -2.1981 0.07
C -3.9340 0.3007 -3.4820 0.01
C -4.8504 -0.6572 -3.8615 0.06
C -5.2178 -1.6280 -2.9152 0.02
C -4.6270 -1.6245 -1.6733 0.04
N -3.7001 -0.7226 -1.2997 0.05
H -3.6274 4.0942 1.7994 0.00
H -3.9925 4.1114 4.2765 0.00
H -2.8854 2.3381 5.6448 0.00
H -1.5035 0.6247 4.4740 0.00
H -3.6295 1.1047 -4.1356 0.00
H -5.2856 -0.6524 -4.8487 0.00
H -5.9684 -2.3658 -3.1578 0.00
H -4.8963 -2.3622 -0.9252 0.00
O 1.3327 -1.0064 0.7904 0.05
N 0.1849 -0.8523 0.4215 0.03
O -0.7167 -1.6041 0.8277 -0.01
O -0.1570 0.0364 -0.3693 -0.01
Cl -2.1374 -3.4374 -0.9024 0.01
C -1.3709 -2.0425 -1.6673 0.00
H -1.7453 -1.9945 -2.6997 0.00
H -0.2921 -2.2599 -1.6972 0.00
N 2.7346 3.2236 2.7544 0.00
C 2.2315 2.1230 3.6205 0.00
C 1.7534 1.0001 2.6747 0.00
N 0.7941 1.4583 1.7220 0.00
C 1.1493 2.6419 1.0007 0.00
C 1.6258 3.7751 1.9222 0.00
H 3.4178 2.8061 2.1017 0.00
H 3.1975 3.9507 3.3054 0.00
H 1.4070 2.5059 4.2257 0.00
H 3.0329 1.7709 4.2705 0.00
H 1.3258 0.1860 3.2574 0.00
H 2.6239 0.5970 2.1424 0.00
H -0.1658 1.4411 2.0591 0.00
H 0.2933 2.9873 0.4141 0.00
H 1.9510 2.4065 0.2952 0.00
H 0.8264 4.1091 2.5848 0.00
H 1.9834 4.6164 1.3332 0.00
C -5.2881 -0.7193 1.9615 0.00
Si -3.5441 -1.5646 1.7608 0.00
C -4.0297 -3.4630 1.7590 0.00
C -2.8062 -1.6190 3.5549 0.00
C -3.5606 -1.3183 4.6834 0.00
C -3.0425 -1.4546 5.9593 0.00
C -1.7415 -1.8926 6.1378 0.00
C -0.9693 -2.1982 5.0272 0.00
C -1.5030 -2.0686 3.7571 0.00
H -5.9493 -1.3114 2.5896 0.00
H -5.7754 -0.5966 0.9965 0.00
H -5.1970 0.2699 2.4035 0.00
H -4.5839 -3.7212 2.6592 0.00
H -3.1344 -4.0786 1.7427 0.00
H -4.6333 -3.7583 0.9060 0.00
H -4.5791 -0.9778 4.5610 0.00
H -3.6558 -1.2238 6.8212 0.00
H -1.3380 -2.0025 7.1340 0.00
H 0.0465 -2.5468 5.1518 0.00
H -0.9007 -2.3288 2.8987 0.00
C 5.6403 0.2097 -2.3208 0.00
C 4.5675 0.0338 -1.2631 0.00
C 4.4707 1.3063 -0.4311 0.00
C 4.9195 -1.1157 -0.3294 0.00
Sb 2.4051 -0.4363 -1.9728 0.00
C 1.9546 1.1396 -3.5692 0.00
C 3.0854 1.3899 -4.5515 0.00
C 0.6920 0.7065 -4.2971 0.00
C 1.6199 2.4080 -2.7960 0.00
C 2.7266 -2.4127 -3.1241 0.00
C 2.5630 -3.4837 -2.0496 0.00
C 4.0733 -2.5796 -3.8066 0.00
C 1.6194 -2.5686 -4.1588 0.00
H 6.6201 0.3275 -1.8457 0.00
H 5.4549 1.0955 -2.9213 0.00
H 5.6895 -0.6487 -2.9808 0.00
H 5.4245 1.5217 0.0621 0.00
H 3.7024 1.1782 0.3300 0.00
H 4.2150 2.1637 -1.0523 0.00
H 5.8372 -0.9035 0.2263 0.00
H 5.0800 -2.0335 -0.8864 0.00
H 4.1116 -1.2860 0.3817 0.00
H 3.4417 0.4639 -4.9980 0.00
H 3.9241 1.8804 -4.0620 0.00
H 2.7449 2.0436 -5.3565 0.00
H 0.8684 -0.1426 -4.9491 0.00
H 0.3242 1.5308 -4.9089 0.00
H -0.0933 0.4542 -3.5818 0.00
H 2.4569 2.7426 -2.1833 0.00
H 0.7508 2.2441 -2.1605 0.00
H 1.3708 3.2111 -3.4909 0.00
H 3.3433 -3.4110 -1.2937 0.00
H 2.6054 -4.4834 -2.4874 0.00
H 1.6054 -3.3910 -1.5364 0.00
H 4.8832 -2.6102 -3.0824 0.00
H 4.2627 -1.7756 -4.5132 0.00
H 4.0933 -3.5205 -4.3616 0.00
H 0.6605 -2.2201 -3.7774 0.00
H 1.5006 -3.6200 -4.4348 0.00
H 1.8522 -2.0146 -5.0661 0.00
```